(1)
Computed, not measured: C15H23N4PPd as an isolated structure at a distorted geometry, with the ωB97M-V functional and the def2-TZVPD basis.

For the frontier orbital gap (alpha / beta), the calculation gives 6.99 / 6.14 eV. As for the multiplicity: 3. The expectation value of S² is 2.01. The calculation puts the HOMO energy (alpha / beta) at -0.249 / -0.284 Ha.

```
44
C15H23N4PPd the ωB97M-V functional and the def2-TZVPD basis
C 0.4025 3.3517 -3.7126
C -0.8702 2.9775 -3.2787
C -1.0603 1.8931 -2.4070
C 0.0367 1.2238 -1.8946
C 1.3172 1.6322 -2.2587
C 1.4966 2.6825 -3.1716
C -2.4928 1.4889 -2.1784
C -2.7557 0.1074 -1.5956
N -1.8434 -0.9798 -2.1325
Pd -0.3006 -0.5710 -0.7104
C 2.5163 0.9812 -1.6266
P 1.9834 -0.6772 -1.0603
H -1.7510 3.4763 -3.6567
H 2.5012 2.9654 -3.4384
H 0.5238 4.1388 -4.4499
H 2.8497 1.5483 -0.7391
H 3.3936 0.9096 -2.2858
H -2.9317 2.1529 -1.4284
H -3.1202 1.5998 -3.0740
H -2.6067 0.1855 -0.5042
C 3.2543 -1.1191 0.1504
C 2.2274 -1.7465 -2.5375
H -3.7764 -0.2039 -1.8293
C -1.3277 -0.7866 -3.5322
C -2.5929 -2.3123 -2.2029
H -0.2962 -2.2285 -0.1497
H -1.8691 -1.4250 -4.2438
H -1.5027 0.2257 -3.8433
H -0.2619 -1.0234 -3.5919
H -2.8440 -2.5153 -3.2540
H -2.0198 -3.1682 -1.8248
H -3.5472 -2.2246 -1.6761
H 3.3043 -1.8848 -2.7041
H 1.7449 -2.7160 -2.3420
H 1.7623 -1.2691 -3.4110
H 4.2625 -1.0556 -0.3077
H 3.1803 -0.4151 1.0016
H 3.0558 -2.1512 0.4893
H -0.3949 -2.2414 -1.1134
N 0.0824 0.4955 1.3119
C 0.1810 1.0147 2.3633
N 0.3664 1.6702 3.4652
C -0.0088 1.2739 4.6393
N -0.3000 1.0194 5.7462
```


(2)
Computed, not measured: C15H23N7O2OsS as an isolated structure at a distorted geometry, with the ωB97M-V functional and the def2-TZVPD basis.

For the frontier orbital gap (alpha / beta), the calculation gives 4.82 / 4.83 eV. The calculation puts the HOMO energy (alpha / beta) at -0.738 / -0.738 Ha. Its charge is +4.

```
49
C15H23N7O2OsS the ωB97M-V functional and the def2-TZVPD basis
Os 1.0069 0.9360 0.5398
C 5.5173 0.9615 2.5785
N 4.6495 2.0913 2.1604
C 5.0766 3.3307 1.8642
C 3.9701 4.0923 1.5305
N 2.8823 3.2935 1.6394
C 3.3014 2.0359 2.0214
S 2.3184 0.6658 2.2734
C 1.5248 3.7779 1.5579
C 1.2616 5.0699 1.9468
C -0.0368 5.5597 1.8043
C -1.0190 4.7272 1.2905
C -0.6807 3.4315 0.9593
N 0.5705 2.9409 1.0887
H 6.5487 1.2948 2.5067
H 5.3591 0.1235 1.9036
H 5.2840 0.7003 3.6087
H 6.1169 3.6211 1.8933
H 3.9251 5.1248 1.2219
H 2.0316 5.6965 2.3755
H -0.2655 6.5763 2.1011
H -2.0387 5.0643 1.1597
H -1.4280 2.7505 0.5732
N -0.6356 -0.3106 0.8718
C -0.3552 -1.6464 0.1881
C -1.5811 -2.5299 -0.0170
C -2.6824 -1.9908 -0.9465
C -3.5014 -3.1010 -1.6144
N -2.7732 -3.7367 -2.7104
C -3.3305 -4.6215 -3.5576
N -4.5993 -4.9755 -3.4115
N -2.6053 -5.1342 -4.5442
C 0.3566 -1.2854 -1.1045
O 0.2765 -1.8322 -2.1394
O 1.2502 -0.1955 -0.9124
H -0.9052 -0.4606 1.8462
H -1.4699 0.0856 0.4276
H 0.3711 -2.1521 0.8296
H -1.9950 -2.7727 0.9653
H -1.1867 -3.4775 -0.3960
H -2.2845 -1.3311 -1.7225
H -3.4006 -1.4065 -0.3656
H -4.4135 -2.6528 -2.0142
H -3.7779 -3.8461 -0.8621
H -1.7986 -3.5193 -2.8480
H -5.1757 -4.6221 -2.6680
H -5.0198 -5.6590 -4.0231
H -1.6315 -4.9117 -4.6646
H -3.0076 -5.7808 -5.2053
```


(3)
Computed, not measured: one molecule with the formula C15H23NO3, with the ωB97M-V functional and the def2-TZVPD basis.

Its structure (SMILES) is COc1ccc(OCCCC(=O)NCC(C)C)cc1. For the energy above the lowest of the compared OMol25 structures with the same formula, charge and spin, the calculation gives 1.8842 eV. For the frontier orbital gap, the calculation gives 8.62 eV. The calculation puts the HOMO energy at -0.287 Ha.

```
42
C15H23NO3 the ωB97M-V functional and the def2-TZVPD basis
C -3.0831 -4.6833 4.9712
H -3.4110 -3.9536 5.7194
O -1.7659 -4.4364 4.5495
C -1.4910 -3.2374 3.9506
C -2.4208 -2.2326 3.7068
C -2.0247 -1.0575 3.0975
C -0.7011 -0.8523 2.7173
C 0.2276 -1.8610 2.9565
C -0.1686 -3.0354 3.5656
H 0.5462 -3.8205 3.7550
H 1.2608 -1.7445 2.6716
O -0.4252 0.3471 2.1313
C 0.9161 0.6409 1.7871
C 0.9546 2.0536 1.2137
H 1.9965 2.3287 1.0484
H 0.5111 2.7393 1.9367
C 0.1960 2.1361 -0.1082
C 0.9616 1.4581 -1.2376
O 2.1050 1.0667 -1.1382
N 0.2381 1.3345 -2.3741
H -0.6959 1.7113 -2.4081
C 0.7846 0.8119 -3.6043
H 0.1653 -0.0241 -3.9483
C 0.8752 1.8776 -4.7050
C 1.3515 1.2352 -6.0046
H 1.4048 1.9774 -6.7973
H 2.3407 0.8040 -5.8705
H 0.6716 0.4462 -6.3183
C 1.8153 3.0034 -4.2844
H 1.8659 3.7672 -5.0569
H 1.4738 3.4686 -3.3625
H 2.8157 2.6129 -4.1151
H -0.1272 2.2944 -4.8653
H 1.7822 0.4382 -3.3629
H -0.7820 1.6653 0.0044
H 0.0439 3.1824 -0.3853
H 1.2884 -0.0696 1.0392
H 1.5541 0.5844 2.6793
H -2.7416 -0.2736 2.9091
H -3.4559 -2.3487 3.9868
H -3.0681 -5.6752 5.4205
H -3.7843 -4.6795 4.1297
```


(4)
Computed, not measured: C15H24AgClN2O13 as an isolated structure at a distorted geometry, with the ωB97M-V functional and the def2-TZVPD basis.

For the frontier orbital gap (alpha / beta), the calculation gives 2.69 / 1.96 eV. As for the multiplicity: 2. The expectation value of S² is 0.80. The calculation puts the HOMO energy (alpha / beta) at 0.059 / 0.059 Ha. Its charge is -3.

```
56
C15H24AgClN2O13 the ωB97M-V functional and the def2-TZVPD basis
Ag 9.1717 -10.5700 22.4078
C 5.0455 -12.1325 23.5920
O 5.2870 -10.8958 23.6286
O 6.0670 -12.8171 23.4565
O 4.0758 -12.7156 23.0427
Cl 13.0005 -13.6027 26.5570
O 14.2250 -12.9928 27.0184
O 13.1532 -15.0199 26.5963
O 12.0089 -13.1197 27.4230
O 12.8872 -13.1402 25.1940
C 8.4900 -17.5302 15.9281
C 8.5089 -16.5642 16.8420
C 9.6544 -15.5514 16.8666
O 9.6995 -14.5674 17.6912
C 10.6214 -15.6007 15.9220
C 10.7160 -16.5908 14.9281
C 9.5127 -17.7039 14.8976
O 9.5190 -18.6716 14.0559
O 11.4489 -16.4613 13.9105
O 7.5506 -16.7112 17.7630
H 7.6599 -18.2209 15.9487
H 11.3003 -14.7608 15.9163
C 6.7302 -8.2092 16.9027
C 7.7934 -7.2313 17.4402
C 7.7218 -5.8596 16.7609
O 8.5368 -4.9945 17.4024
C 8.6282 -3.6532 16.9189
N 7.6085 -7.1079 18.8319
H 6.0469 -7.6606 16.2545
H 6.3400 -8.7617 17.7575
H 7.2191 -8.9605 16.2825
H 8.7578 -7.7388 17.4618
H 6.6998 -5.4952 16.8649
H 8.0091 -5.9386 15.7124
H 9.0774 -3.5194 15.9349
H 9.2514 -2.9625 17.4869
H 7.7100 -3.0686 16.9769
H 7.8402 -6.1364 18.9822
H 6.6302 -7.2878 19.0071
C 12.4868 -5.8890 25.7583
C 11.9516 -6.5748 24.4653
C 13.0350 -7.0095 23.4961
O 12.5623 -8.0526 22.5496
C 13.3214 -8.0110 21.3540
N 11.2637 -7.7511 24.9244
H 11.7767 -5.4604 26.4656
H 13.0840 -5.0357 25.4370
H 13.0632 -6.6661 26.2604
H 11.2434 -5.9670 23.9021
H 13.8906 -7.4228 24.0300
H 13.4476 -6.1179 23.0240
H 14.3976 -8.0865 21.5098
H 13.1916 -7.1897 20.6492
H 13.2122 -8.8996 20.7324
H 10.6968 -7.4456 25.7024
H 11.9682 -8.2582 25.4407
```


(5)
Computed, not measured: C15H24AuI2LaN2O3S3 as an isolated structure at a distorted geometry, with the ωB97M-V functional and the def2-TZVPD basis.

For the frontier orbital gap (alpha / beta), the calculation gives 5.59 / 4.37 eV. As for the multiplicity: 3. The expectation value of S² is 2.02. The calculation puts the HOMO energy (alpha / beta) at -0.766 / -0.766 Ha. Its charge is +4.

```
51
C15H24AuI2LaN2O3S3 the ωB97M-V functional and the def2-TZVPD basis
I -0.2256 -2.4891 1.2683
I -0.2340 1.0127 -5.2263
La 0.0101 1.1528 -2.4131
Au 0.0005 -0.0109 0.1353
S 1.3106 -1.0410 -1.9769
S -1.7813 -0.5885 -1.7900
C 1.4593 0.6281 1.0693
C 3.0534 -0.9213 -2.0304
C -3.3937 -0.0262 -1.5223
C 3.3913 -0.7656 -3.5077
C 3.7284 0.1517 -1.1832
C 3.3638 -2.3068 -1.5150
C -3.9951 -0.2085 -2.9132
C -3.6275 1.3949 -1.0290
C -3.8979 -1.0645 -0.5430
C 1.7582 2.4741 -2.4570
C -1.0862 3.0269 -2.1978
O 2.3268 0.8842 1.8278
O 2.6746 3.1143 -2.5822
O -1.7131 3.9531 -2.2658
H 3.0785 0.2115 -3.9207
H 2.8998 -1.5488 -4.1083
H 4.4766 -0.8588 -3.6274
H 3.1060 1.0299 -0.9801
H 4.6263 0.5060 -1.7117
H 4.0577 -0.2769 -0.2194
H 2.9718 -2.4518 -0.4976
H 4.4427 -2.4449 -1.5014
H 2.9141 -3.0738 -2.1602
H -5.0585 0.0290 -2.8740
H -3.8717 -1.2459 -3.2577
H -3.5105 0.4515 -3.6545
H -4.4605 1.3841 -0.3101
H -3.9053 2.0694 -1.8583
H -2.7656 1.8375 -0.5070
H -4.9714 -0.9153 -0.3975
H -3.3986 -0.9990 0.4311
H -3.7349 -2.0800 -0.9336
C -1.3980 -0.5437 4.4253
N -0.6440 0.7218 4.0315
C 0.2067 1.4730 4.8900
C 0.6384 2.5160 4.2054
N 0.0690 2.4304 2.9067
C -0.7163 1.3184 2.8167
S -1.6616 0.8386 1.4825
H -2.4567 -0.3691 4.3077
H -1.0683 -1.3600 3.7864
H -1.1647 -0.7643 5.4580
H 0.3754 1.1488 5.8772
H 1.2738 3.3034 4.4711
H 0.2049 3.1096 2.1451
```


(6)
Computed, not measured: C15H24BF9O5SSr as an isolated structure at a distorted geometry, with the ωB97M-V functional and the def2-TZVPD basis.

For the frontier orbital gap, the calculation gives 3.86 eV. The calculation puts the HOMO energy at -0.507 Ha. Its charge is +2.

```
56
C15H24BF9O5SSr the ωB97M-V functional and the def2-TZVPD basis
C 4.6487 -1.6678 0.7913
C 4.6073 -0.6576 -0.5046
C 5.0359 0.9139 -0.1251
C 3.6446 1.5744 0.5272
O 2.7730 1.8778 -0.6179
C 1.4887 2.4663 -0.2081
C 0.4639 1.8056 -1.3532
C -0.8806 2.6416 -1.7756
C -1.8974 1.5353 -2.5092
C -2.8403 0.7213 -1.4162
C -2.7703 -0.9336 -1.6127
C -3.6055 -1.6006 -0.3481
F -3.1472 -1.0759 0.9932
F -4.9989 -1.0234 -0.4861
C -3.7975 -3.2121 -0.4116
F -4.6378 -3.5493 -1.6209
F -4.6225 -3.6646 0.7643
S -2.2778 -4.2671 -0.4942
F -1.9520 -3.9389 -2.1422
F -3.2810 -5.6020 -1.0150
F -2.5817 -4.7498 1.1414
F -1.2136 -3.0738 0.0998
F -0.9562 -5.3604 -0.5072
O 0.3660 0.4045 -0.9160
C 0.2160 0.4377 0.5493
O -0.1931 -0.4992 1.4141
C 0.7002 1.9057 1.1147
C -0.4482 2.8818 1.8352
B -0.8261 2.3763 3.3792
O -0.3832 1.1068 3.9882
O -1.6829 3.2802 4.2023
H 3.6261 -1.6186 1.3992
H 4.7536 -2.8025 0.4597
H 5.5077 -1.3453 1.5365
H 3.4826 -0.6673 -0.8956
H 5.3457 -1.0524 -1.3265
H 5.2028 1.4486 -1.1528
H 5.9498 0.9621 0.6064
H 3.2203 0.7156 1.2390
H 3.8674 2.4857 1.2307
H 1.4674 3.6529 -0.1662
H 1.1418 1.9453 -2.3260
H -0.6033 3.4144 -2.6417
H -1.4035 3.2228 -0.9052
H -1.2106 0.7017 -3.0108
H -2.5582 2.0578 -3.3238
H -2.5749 1.0614 -0.3189
H -3.9446 1.0766 -1.6163
H -1.6336 -1.2120 -1.6130
H -3.2243 -1.2793 -2.6598
H 1.3254 1.5885 2.0752
H -1.4659 2.8989 1.2496
H 0.0462 3.9441 1.9631
H 0.4531 1.2484 4.5583
H -2.5226 2.7699 4.4588
Sr 0.8011 -6.2704 -1.5561
```


(7)
Computed, not measured: C15H24BN10Os as an isolated structure at a distorted geometry, with the ωB97M-V functional and the def2-TZVPD basis.

For the energy above the lowest of the compared OMol25 structures with the same formula, charge and spin, the calculation gives 3.9418 eV. For the frontier orbital gap (alpha / beta), the calculation gives 4.19 / 4.21 eV. The calculation puts the HOMO energy (alpha / beta) at -0.626 / -0.626 Ha. Its charge is +3.

```
51
C15H24BN10Os the ωB97M-V functional and the def2-TZVPD basis
Os 0.2559 -0.2845 -0.5706
N 2.4532 -0.0797 -0.8435
C 3.3835 -0.9115 -0.0472
C 3.3596 -2.3753 -0.4647
C 1.9935 -3.0322 -0.3140
N 1.0094 -2.4506 -1.2580
H 2.6595 -0.2325 -1.8390
H 2.6990 0.8892 -0.6565
H 3.1258 -0.8002 1.0103
H 4.4069 -0.5407 -0.1733
H 4.0776 -2.9192 0.1480
H 3.6963 -2.4685 -1.4991
H 1.6111 -2.9211 0.7073
H 2.1038 -4.1044 -0.5104
H 0.2067 -3.0805 -1.3082
H 1.4252 -2.4678 -2.1929
N 0.4454 4.4782 -1.0127
C 1.7868 4.3999 -1.1271
C 2.0992 3.0573 -1.0714
N 0.9717 2.3255 -0.9277
C -0.0315 3.2106 -0.8983
C -1.3770 2.7515 -0.8295
N -1.6356 1.4385 -0.7970
C -2.9806 1.3226 -0.8062
C -3.5555 2.5759 -0.8394
N -2.5341 3.4590 -0.8483
H -0.0729 5.3470 -1.0117
H 2.4340 5.2475 -1.2431
H 3.0863 2.6478 -1.1546
H -3.4950 0.3841 -0.8085
H -4.5890 2.8607 -0.8553
H -2.6493 4.4630 -0.8682
B -1.9323 -1.6616 1.9740
N -0.7889 -0.7826 2.3953
C -0.5228 -0.5291 3.6945
C 0.5538 0.3297 3.7705
C 0.9118 0.5667 2.4404
N 0.0979 -0.1135 1.6267
N -2.1735 -1.7968 0.4944
C -3.2090 -2.5098 -0.0043
C -3.1782 -2.4380 -1.3831
C -2.0634 -1.6494 -1.6698
N -1.4777 -1.2691 -0.5255
H -2.9349 -1.3015 2.5203
H -1.8112 -2.7496 2.4571
H -1.1013 -0.9622 4.4871
H 1.0131 0.7275 4.6530
H 1.6949 1.1999 2.0655
H -3.8961 -3.0354 0.6277
H -3.8614 -2.8789 -2.0794
H -1.6922 -1.3373 -2.6335
```


(8)
Computed, not measured: a 2-piece molecular cluster, C15H24BrN3O6S2 overall at a distorted geometry, with the ωB97M-V functional and the def2-TZVPD basis.

For the frontier orbital gap, the calculation gives 2.85 eV. The calculation puts the HOMO energy at 0.024 Ha. Its charge is -2.

```
51
C15H24BrN3O6S2 the ωB97M-V functional and the def2-TZVPD basis
C -2.1774 3.0161 3.8158
C -1.2415 2.1306 2.8916
S -2.1657 1.6093 1.3911
C -2.0637 -0.2041 1.1715
C -1.0201 -0.7677 0.1323
C -1.7974 -0.9178 -1.1914
N -2.4069 -0.9445 -2.1391
C -0.7084 -2.2676 0.5535
C 0.3238 -2.4764 1.6910
O 1.2316 -3.2010 1.4838
Br 0.2536 -1.6874 3.4852
C 0.2217 0.1196 -0.2084
C 1.0135 0.6362 1.0075
N 1.6330 1.0145 1.8811
C 1.2805 -0.7647 -1.0116
C 2.5051 0.0690 -1.5346
C 3.8365 -0.7883 -1.4283
C 4.2536 -1.0715 0.0465
O 4.9550 0.0349 0.6571
C -0.1027 1.3266 -1.2181
N 0.6723 2.5116 -0.7474
C 1.2558 3.2986 -1.8527
H -3.2401 2.7508 3.6304
H -1.8690 2.9119 4.8828
H -2.0408 4.0923 3.5504
H -0.7803 1.3029 3.4703
H -0.4142 2.8023 2.5498
H -3.0759 -0.5318 0.8132
H -1.9822 -0.6534 2.1940
H -0.4630 -2.8546 -0.3631
H -1.6831 -2.6981 0.9144
H 0.7529 -1.1590 -1.9187
H 1.6897 -1.6020 -0.4090
H 2.4045 0.3175 -2.6202
H 2.7126 1.0046 -0.9696
H 4.6527 -0.1857 -1.9080
H 3.7142 -1.7362 -2.0049
H 4.8930 -1.9935 0.0515
H 3.3925 -1.3028 0.7237
H 4.3333 0.3912 1.3142
H 0.1229 1.0566 -2.2706
H -1.1724 1.6273 -1.1800
H 0.0456 3.0783 -0.1742
H 1.1745 2.8260 -2.8546
H 2.3407 3.4812 -1.6210
H 0.7798 4.3122 -1.9085
O -5.0526 -2.8311 -3.8311
S -5.2098 -3.5830 -2.5569
O -6.3594 -4.5225 -2.6671
O -5.4566 -2.6233 -1.4382
O -3.9618 -4.3541 -2.2754
```


(9)
Computed, not measured: C15H24CrN13O6 as an isolated structure, with the ωB97M-V functional and the def2-TZVPD basis.

For the energy above the lowest of the compared OMol25 structures with the same formula, charge and spin, the calculation gives 0.9806 eV. For the frontier orbital gap (alpha / beta), the calculation gives 7.95 / 7.98 eV. As for the multiplicity: 4. The expectation value of S² is 3.77. The calculation puts the HOMO energy (alpha / beta) at -0.294 / -0.295 Ha.

```
59
C15H24CrN13O6 the ωB97M-V functional and the def2-TZVPD basis
Cr -0.1740 0.0065 -1.0918
O -4.4888 0.1991 -0.9570
C -3.2882 -0.0661 -0.4674
O -2.2917 0.0517 -1.1415
C -3.2810 -0.5394 0.9635
O -2.0386 -1.0603 1.2956
C -1.8131 -2.4275 0.9559
C -0.7500 -2.7654 -0.1096
O -0.3631 -3.9198 -0.0566
O -0.3857 -1.9171 -1.0107
H -4.3778 0.4447 -1.8919
H -3.4648 0.3364 1.5932
H -4.1107 -1.2366 1.1175
H -1.5077 -2.9450 1.8643
H -2.7411 -2.8944 0.6100
N 1.8662 -0.3277 -3.8042
C 2.4303 0.1488 -2.6493
N 3.7001 0.4753 -2.5146
N 3.8010 0.8886 -1.2336
N 2.6755 0.8185 -0.6318
N 1.7537 0.3276 -1.5131
C 0.5116 -0.2661 -4.0294
N -0.0346 -0.4274 -5.2170
N -1.3581 -0.3128 -4.9892
N -1.6000 -0.0995 -3.7535
N -0.4070 -0.0492 -3.0838
H 2.4571 -0.3740 -4.6174
C 2.0705 -2.6090 0.4972
N 1.6090 -1.9731 1.7260
C 1.6546 -2.8595 2.8778
C 1.0599 -0.7410 1.7905
O 0.4806 -0.1480 0.8551
N 1.0741 -0.1414 3.0264
C 2.3065 -0.1107 3.8020
C 0.2252 1.0189 3.2223
H 3.1186 -2.8873 0.6258
H 1.9901 -1.9306 -0.3320
H 1.4722 -3.4960 0.2894
H 1.1307 -3.7809 2.6148
H 1.1651 -2.4052 3.7339
H 2.6855 -3.1097 3.1413
H 3.0016 -0.8668 3.4523
H 2.0988 -0.2821 4.8599
H 2.7879 0.8663 3.6951
H -0.6692 0.9237 2.6148
H 0.7422 1.9478 2.9577
H -0.0570 1.0733 4.2751
C -2.0258 2.8582 -2.5697
C -1.1153 3.0030 -1.4031
N -0.3557 2.0834 -0.8284
C 0.3653 2.7186 0.1717
C 0.0237 4.0257 0.2037
N -0.9158 4.1875 -0.7922
H -2.1555 1.8149 -2.8405
H -1.6097 3.3756 -3.4359
H -2.9992 3.3015 -2.3482
H 1.1034 2.1807 0.7373
H 0.3682 4.8422 0.8116
H -1.3495 5.0508 -1.0680
```